## 1
The following is a quantum chemistry calculation of the molecule C5H7N, from the Open Molecules 2025 dataset.

Last columns: bonded neighbours and bond lengths (Å).
Geometry (Å):
1 N 2.062 -0.990 -0.350  C5 1.427, C6 1.481, H7 1.020
2 C -1.456 0.368 -0.025  C3 1.447, C4 1.343, H8 1.095
3 C -0.279 -0.414 0.288  C2 1.447, C6 1.441
4 C -2.693 -0.052 0.287  C2 1.343, H10 1.086, H11 1.088
5 C 2.065 0.311 0.236  N1 1.427, C6 1.524, H12 1.088, H13 1.087
6 C 0.855 -0.159 -0.562  N1 1.481, C3 1.441, C5 1.524, H9 1.093
7 H 1.803 -1.664 0.372  N1 1.020
8 H -1.365 1.333 -0.534  C2 1.095
9 H 0.791 0.263 -1.569  C6 1.093
10 H -2.865 -1.004 0.781  C4 1.086
11 H -3.576 0.529 0.029  C4 1.088
12 H 2.687 1.049 -0.266  C5 1.088
13 H 1.971 0.432 1.312  C5 1.087

**Molar mass**: 81.1 Da


## 2
The following is a quantum chemistry calculation of the molecule C5H7N, from the Open Molecules 2025 dataset.

Last columns: bonded neighbours and bond lengths (Å).
Geometry (Å):
1 N 1.095 -0.093 -0.480  C2 1.686, C4 1.465, C5 1.453, H8 1.045
2 C 1.400 -0.385 1.152  N1 1.686, C5 1.468, H7 1.097
3 C -1.039 0.924 0.217  C4 1.486, C6 1.500, H11 1.088, H13 1.087
4 C -0.161 0.525 -0.914  N1 1.465, C3 1.486, C6 1.501, H12 1.081
5 C 0.461 -1.135 0.309  N1 1.453, C2 1.468, C6 1.575, H9 1.091
6 C -0.916 -0.525 -0.152  C3 1.500, C4 1.501, C5 1.575, H10 1.083
7 H 0.942 0.438 1.715  C2 1.097
8 H 2.138 -0.027 -0.493  N1 1.045
9 H 0.641 -2.176 0.036  C5 1.091
10 H -1.744 -1.130 -0.502  C6 1.083
11 H -0.625 1.308 1.147  C3 1.088
12 H -0.228 0.877 -1.934  C4 1.081
13 H -1.962 1.400 -0.101  C3 1.087

**Molar mass**: 81.1 Da


Short version: 1 is the most stable of them.


## 1
The following is a quantum chemistry calculation of a cluster of 5 separate species, CH14NO4 in total, from the Open Molecules 2025 dataset.

Last columns: bonded neighbours and bond lengths (Å).
Geometry (Å):
1 O -0.841 2.141 -2.299  H12 0.968, H15 0.964
2 O 0.550 -1.876 1.262  H11 0.966, H20 0.986
3 O -0.895 -4.161 0.355  H7 0.967, H9 0.967
4 O -0.228 2.995 1.160  H8 0.964, H16 0.968
5 N 0.107 0.427 -0.246  C6 1.507, H10 1.027, H17 1.011, H18 1.033
6 C 1.614 0.461 -0.220  N5 1.507, H13 1.080, H14 1.084, H19 1.076
7 H -1.388 -4.348 -0.455  O3 0.967
8 H -1.186 3.093 1.191  O4 0.964
9 H -0.559 -4.985 0.731  O3 0.967
10 H -0.127 -0.569 -0.153  N5 1.027
11 H 0.121 -2.065 2.107  O2 0.966
12 H -1.619 1.813 -2.770  O1 0.968
13 H 1.819 1.521 -0.204  C6 1.080
14 H 1.936 0.098 0.750  C6 1.084
15 H -1.166 2.869 -1.756  O1 0.964
16 H 0.091 3.879 1.390  O4 0.968
17 H -0.260 0.866 0.588  N5 1.011
18 H -0.285 0.677 -1.168  N5 1.033
19 H 1.994 -0.142 -1.026  C6 1.076
20 H 0.322 -2.695 0.763  O2 0.986

**Net charge**: +1
**Molar mass**: 104.1 Da


## 2
The following is a quantum chemistry calculation of a cluster of 5 separate species, CH14NO4 in total, from the Open Molecules 2025 dataset.

Last columns: bonded neighbours and bond lengths (Å).
Geometry (Å):
1 O -2.608 -1.253 -3.163  H9 0.967, H16 0.965
2 O 0.951 4.017 2.083  H13 0.965, H14 0.965
3 O 0.181 -1.738 -2.198  H10 0.981, H20 0.971
4 O 1.873 1.063 1.579  H7 0.967, H11 0.970
5 N 0.512 -1.184 0.439  C6 1.512, H8 1.027, H17 1.040, H19 1.000
6 C -0.721 -0.986 1.290  N5 1.512, H12 1.076, H15 1.089, H18 1.085
7 H 2.568 1.215 0.924  O4 0.967
8 H 0.838 -0.220 0.306  N5 1.027
9 H -2.269 -0.350 -3.223  O1 0.967
10 H -0.673 -1.919 -2.646  O3 0.981
11 H 1.669 1.979 1.827  O4 0.970
12 H -1.228 -0.072 1.031  C6 1.076
13 H 0.102 4.473 2.036  O2 0.965
14 H 1.399 4.492 2.794  O2 0.965
15 H -1.342 -1.861 1.108  C6 1.089
16 H -3.070 -1.355 -4.005  O1 0.965
17 H 0.295 -1.657 -0.462  N5 1.040
18 H -0.455 -0.983 2.342  C6 1.085
19 H 1.259 -1.660 0.902  N5 1.000
20 H 0.720 -2.000 -2.962  O3 0.971

**Net charge**: +1
**Molar mass**: 104.1 Da


## 3
The following is a quantum chemistry calculation of a cluster of 5 separate species, CH14NO4 in total, from the Open Molecules 2025 dataset.

Last columns: bonded neighbours and bond lengths (Å).
Geometry (Å):
1 O -4.918 -3.931 2.921  H17 0.970, H19 0.968
2 O -0.998 -1.552 0.880  H7 0.967, H11 0.961
3 O 4.842 3.644 -4.028  H12 0.956, H13 0.953
4 O 1.887 -0.925 -0.025  H9 0.967, H10 0.958
5 N -0.353 0.795 -0.204  C6 1.477, H8 1.023, H15 1.033, H16 1.031
6 C -0.603 2.154 0.318  N5 1.477, H14 1.084, H18 1.106, H20 1.105
7 H -0.178 -1.964 1.184  O2 0.967
8 H -1.262 0.340 -0.084  N5 1.023
9 H 2.811 -0.820 -0.287  O4 0.967
10 H 1.775 -1.871 0.075  O4 0.958
11 H -1.718 -2.082 1.232  O2 0.961
12 H 4.178 4.324 -4.130  O3 0.956
13 H 5.547 3.823 -3.411  O3 0.953
14 H 0.176 2.893 0.163  C6 1.084
15 H 0.297 0.166 0.294  N5 1.033
16 H 0.004 0.698 -1.166  N5 1.031
17 H -4.560 -3.100 3.272  O1 0.970
18 H -1.610 2.534 0.065  C6 1.106
19 H -5.835 -3.633 3.012  O1 0.968
20 H -0.568 2.191 1.422  C6 1.105

**Net charge**: +1
**Molar mass**: 104.1 Da


Short version: 2 is the most stable of them.


## 1
The following is a quantum chemistry calculation of a cluster of 2 separate species, C4H5NO in total, from the Open Molecules 2025 dataset.

Last columns: bonded neighbours and bond lengths (Å).
Geometry (Å):
1 O -1.888 1.652 0.366  C3 1.139
2 N 0.648 -1.235 -0.407  C4 1.482, C5 1.460, C6 1.465
3 C -1.082 1.357 1.115  O1 1.139
4 C 1.305 0.093 -0.391  N2 1.482, C6 1.455, H9 1.092, H11 1.085
5 C -0.707 -0.693 -0.391  N2 1.460, C6 1.505, H8 1.091, H10 1.106
6 C 0.314 -0.245 0.619  N2 1.465, C4 1.455, C5 1.505, H7 1.091
7 H 0.525 -0.385 1.680  C6 1.091
8 H -1.512 -1.363 -0.085  C5 1.091
9 H 1.047 0.825 -1.159  C4 1.092
10 H -1.003 -0.051 -1.242  C5 1.106
11 H 2.351 0.045 -0.106  C4 1.085

**Molar mass**: 83.1 Da


## 2
The following is a quantum chemistry calculation of the molecule C4H5NO, from the Open Molecules 2025 dataset.

Last columns: bonded neighbours and bond lengths (Å).
Geometry (Å):
1 O -0.400 1.459 0.084  C3 1.404, C4 1.405
2 N 0.997 -0.114 -2.726  C5 1.161
3 C -0.549 0.146 0.557  O1 1.404, C4 1.493, C6 1.471, H7 1.118
4 C -0.764 0.501 -0.877  O1 1.405, C3 1.493, C5 1.466, H10 1.071
5 C 0.213 0.160 -1.915  N2 1.161, C4 1.466
6 C 0.667 -0.576 0.961  C3 1.471, H8 1.090, H9 1.094, H11 1.084
7 H -1.442 0.016 1.217  C3 1.118
8 H 0.427 -1.627 1.126  C6 1.090
9 H 1.446 -0.480 0.200  C6 1.094
10 H -1.792 0.212 -0.796  C4 1.071
11 H 0.994 -0.128 1.892  C6 1.084

**SMILES**: C[C@H]1O[C@H]1C#N
**Molar mass**: 83.1 Da


## 3
The following is a quantum chemistry calculation of the molecule C4H5NO, from the Open Molecules 2025 dataset.

Last columns: bonded neighbours and bond lengths (Å).
Geometry (Å):
1 O 1.378 -1.198 1.964  C6 1.214
2 N -0.248 -0.615 0.453  C5 1.467, C6 1.370, H8 1.017
3 C -0.578 0.818 -1.523  C4 1.198, C5 1.468
4 C -0.199 1.086 -2.628  C3 1.198, H10 1.065
5 C -1.026 0.460 -0.172  N2 1.467, C3 1.468, H7 1.082, H9 1.120
6 C 0.677 -0.361 1.431  O1 1.214, N2 1.370, H11 1.106
7 H -0.955 1.300 0.507  C5 1.082
8 H -0.271 -1.525 0.000  N2 1.017
9 H -2.118 0.213 -0.170  C5 1.120
10 H 0.143 1.189 -3.631  C4 1.065
11 H 0.664 0.693 1.764  C6 1.106

**SMILES**: C#CCNC=O
**Molar mass**: 83.1 Da


Short version: 3 is the most stable of them.